Entry 1:
The following is a DFT calculation (ωB97M-V/def2-TZVPD) of a 2-piece molecular cluster, C9H13NO overall in a non-equilibrium geometry.

Properties
Structure (SMILES) = Cc1ccccc1.CC(N)=O
HOMO level = -8.96 eV
Frontier orbital gap = 9.6 eV
Relative energy (zero: lowest compared OMol25 entry of this formula, charge and spin) = 128.0 kJ/mol

Cartesian coordinates (Å):
C (1.735, -2.327, 1.821)
C (1.817, -2.585, 0.303)
O (2.885, -2.433, -0.243)
N (0.716, -3.005, -0.400)
H (2.481, -2.719, 2.465)
H (0.714, -2.548, 2.166)
H (0.828, -2.957, -1.401)
H (-0.215, -3.164, -0.066)
H (1.718, -1.274, 2.085)
C (-2.465, 0.058, -0.981)
C (-0.412, 2.629, 0.915)
C (-1.223, 1.619, 0.561)
C (0.708, 2.918, 0.090)
C (-1.352, 1.025, -0.713)
C (0.641, 2.354, -1.186)
C (-0.314, 1.393, -1.583)
H (-0.533, 3.387, 1.677)
H (-2.038, 1.390, 1.317)
H (1.498, 3.474, 0.553)
H (1.434, 2.697, -1.871)
H (-2.982, 0.137, -1.926)
H (-3.290, 0.058, -0.204)
H (-0.250, 0.849, -2.533)
H (-2.101, -0.976, -0.845)

Forces on atoms 1 to 6 (eV/Å):
C -2.786 0.715 -0.558
C 0.691 0.112 1.345
O 0.200 0.080 -0.619
N 0.261 0.264 -0.175
H 0.730 -0.981 -0.002
H 0.320 -0.725 0.211


Entry 2:
The following is a DFT calculation (ωB97M-V/def2-TZVPD) of C15H11NO5 in the gas phase in a non-equilibrium geometry.

Properties
Structure (SMILES) = O=C(Oc1ccc(-n2c(O)ccc2O)cc1)c1ccco1
HOMO level = -7.26 eV
Frontier orbital gap = 7.3 eV
Relative energy (zero: lowest compared OMol25 entry of this formula, charge and spin) = 234.6 kJ/mol

Cartesian coordinates (Å):
O (-0.790, -1.102, 2.968)
O (-3.038, -0.607, 4.685)
O (1.064, -2.223, -3.638)
O (3.895, 1.346, -1.975)
O (-1.424, 0.655, 1.592)
C (-1.546, -0.182, 2.673)
C (-4.201, -0.029, 5.147)
C (-4.611, 1.001, 4.325)
C (-3.635, 1.039, 3.276)
C (3.123, -1.119, -4.452)
C (3.955, -0.059, -3.949)
C (-2.713, 0.066, 3.525)
C (2.036, -1.231, -3.611)
C (3.346, 0.447, -2.847)
C (0.886, 0.202, 0.880)
C (-0.896, 0.273, -0.689)
C (1.797, -0.010, -0.155)
C (-0.056, 0.066, -1.767)
C (-0.491, 0.377, 0.625)
C (1.315, -0.103, -1.489)
N (2.172, -0.277, -2.615)
H (0.539, -2.166, -2.824)
H (3.247, 1.567, -1.296)
H (-4.749, -0.317, 6.046)
H (-5.478, 1.673, 4.500)
H (-3.616, 1.630, 2.396)
H (3.275, -1.676, -5.380)
H (4.918, 0.266, -4.262)
H (1.216, 0.213, 1.936)
H (-1.958, 0.427, -0.865)
H (2.857, -0.165, 0.040)
H (-0.439, 0.018, -2.797)

Forces on atoms 1 to 6 (eV/Å):
O -0.677 1.673 -1.201
O -0.404 0.342 -0.100
O 0.323 1.221 0.444
O -0.651 -0.124 -0.012
O -0.634 -0.224 0.898
C 1.281 -2.772 1.687


Entry 3:
The following is a DFT calculation (ωB97M-V/def2-TZVPD) of C35H29MoN4PS2 as an isolated structure in a non-equilibrium geometry.

Properties
Net charge = +2
HOMO level = -13.80 eV
Frontier orbital gap = 5.2 eV
Relative energy (zero: lowest compared OMol25 entry of this formula, charge and spin) = 336.5 kJ/mol

Cartesian coordinates (Å):
Mo (0.701, -0.443, 0.584)
N (-0.829, 2.040, 1.690)
P (-1.002, 0.426, 2.223)
C (-2.479, 0.333, 3.262)
C (-3.620, 1.021, 2.853)
C (-4.802, 0.811, 3.536)
C (-4.847, -0.093, 4.590)
C (-3.702, -0.756, 5.000)
C (-2.502, -0.545, 4.341)
C (-1.482, -0.462, 0.717)
C (-1.866, -0.017, -0.691)
C (-2.639, -1.074, -1.407)
C (-2.348, -2.389, -1.171)
C (-1.522, -2.770, -0.105)
C (-1.230, -1.847, 0.909)
C (0.469, 2.465, 1.453)
C (0.772, 3.830, 1.444)
C (2.057, 4.237, 1.163)
C (3.029, 3.266, 0.922)
C (2.667, 1.940, 0.956)
N (1.407, 1.529, 1.188)
H (-1.442, 2.754, 2.082)
H (-3.583, 1.702, 2.013)
H (-5.694, 1.336, 3.231)
H (-5.786, -0.282, 5.088)
H (-3.741, -1.450, 5.825)
H (-1.599, -1.047, 4.662)
H (-2.398, 0.943, -0.728)
H (-3.483, -0.789, -2.012)
H (-2.814, -3.161, -1.764)
H (-1.274, -3.810, 0.051)
H (-1.112, -2.232, 1.923)
H (-0.011, 4.543, 1.653)
H (2.307, 5.285, 1.139)
H (4.047, 3.539, 0.701)
H (3.400, 1.161, 0.782)
S (2.545, -0.939, -0.792)
C (3.753, -1.540, 0.312)
C (5.078, -1.643, -0.111)
C (6.052, -2.096, 0.766)
C (7.391, -2.206, 0.312)
N (8.456, -2.310, -0.092)
C (5.701, -2.462, 2.087)
C (4.370, -2.446, 2.475)
C (3.394, -1.974, 1.603)
S (1.727, -1.939, 2.090)
C (6.705, -2.767, 3.041)
N (7.510, -2.931, 3.837)
H (5.348, -1.346, -1.114)
H (4.089, -2.774, 3.465)
C (-0.131, 2.224, -2.437)
C (-0.261, 0.692, -2.594)
C (1.037, 0.192, -3.259)
C (-0.438, 0.120, -1.202)
C (-1.430, 0.277, -3.469)
C (-2.354, 1.175, -3.989)
C (-3.406, 0.731, -4.774)
C (-3.552, -0.620, -5.071)
C (-2.643, -1.526, -4.559)
C (-1.599, -1.088, -3.751)
H (0.792, 2.456, -1.901)
H (-0.970, 2.650, -1.885)
H (-0.074, 2.700, -3.414)
H (1.907, 0.641, -2.784)
H (1.037, 0.471, -4.308)
H (1.120, -0.890, -3.199)
H (0.120, 0.830, -0.502)
H (-2.264, 2.232, -3.807)
H (-4.118, 1.444, -5.160)
H (-4.353, -0.951, -5.713)
H (-2.729, -2.578, -4.782)
H (-0.859, -1.801, -3.421)

Forces on atoms 1 to 6 (eV/Å):
Mo 0.614 -1.988 0.598
N -0.110 -0.007 0.619
P -0.907 0.429 -0.814
C 0.628 -0.150 0.010
C 0.025 -0.041 0.037
C -0.041 0.062 -0.071


Entry 4:
The following is a DFT calculation (ωB97M-V/def2-TZVPD) of a 3-piece molecular cluster, C19H45BN5O5 overall in a non-equilibrium geometry.

Properties
Net charge = +1
HOMO level = -10.41 eV
Frontier orbital gap = 6.6 eV
Relative energy (zero: lowest compared OMol25 entry of this formula, charge and spin) = 0.0 kJ/mol

Cartesian coordinates (Å):
C (-2.890, 2.493, 0.507)
C (-2.590, 1.206, 0.225)
C (-1.501, 0.940, -0.775)
C (-1.786, -0.026, -1.963)
N (-0.436, 0.030, -2.584)
C (-0.316, -0.015, -4.041)
N (0.805, 0.830, -4.487)
C (0.464, 0.116, -1.671)
C (-0.193, 0.229, -0.291)
B (0.645, 1.124, 0.769)
N (1.673, 0.496, 1.634)
O (0.402, 2.478, 0.890)
H (-3.094, 2.852, 1.510)
H (-2.868, 3.202, -0.318)
H (-3.123, 0.394, 0.726)
H (-1.232, 1.871, -1.285)
H (-2.636, 0.151, -2.611)
H (-1.791, -1.022, -1.504)
H (-0.250, -1.034, -4.423)
H (-1.247, 0.417, -4.424)
H (0.774, 1.679, -3.928)
H (0.548, 1.152, -5.416)
H (1.548, 0.117, -1.850)
H (-0.371, -0.762, 0.142)
H (1.194, -0.178, 2.228)
H (2.373, -0.005, 1.096)
H (-0.015, 2.630, 1.748)
C (8.055, 1.312, -1.189)
O (7.476, 2.014, -2.275)
C (7.883, 1.540, -3.555)
C (6.728, 0.868, -4.272)
N (6.373, -0.395, -3.632)
C (5.121, -0.977, -4.105)
C (3.830, -0.193, -3.878)
O (3.451, -0.081, -2.506)
C (4.085, 0.978, -1.794)
H (7.806, 1.855, -0.278)
H (7.658, 0.294, -1.105)
H (9.143, 1.272, -1.280)
H (8.748, 0.876, -3.480)
H (8.187, 2.414, -4.136)
H (7.014, 0.674, -5.309)
H (5.891, 1.578, -4.273)
H (6.304, -0.249, -2.635)
H (5.013, -1.944, -3.607)
H (5.215, -1.184, -5.175)
H (3.025, -0.747, -4.361)
H (3.843, 0.794, -4.350)
H (4.284, 1.839, -2.434)
H (5.010, 0.640, -1.327)
H (3.415, 1.296, -0.989)
C (-3.814, -2.359, 1.982)
O (-4.396, -1.103, 2.284)
C (-5.819, -1.085, 2.146)
C (-6.499, -0.963, 3.495)
N (-6.346, -2.183, 4.277)
C (-6.766, -2.064, 5.673)
C (-6.013, -1.087, 6.573)
O (-4.672, -1.456, 6.846)
C (-3.724, -1.070, 5.872)
H (-2.732, -2.223, 1.960)
H (-4.047, -3.108, 2.744)
H (-4.139, -2.722, 1.002)
H (-6.176, -1.958, 1.595)
H (-6.066, -0.197, 1.556)
H (-7.564, -0.772, 3.337)
H (-6.067, -0.090, 4.002)
H (-5.376, -2.465, 4.259)
H (-6.673, -3.058, 6.116)
H (-7.830, -1.811, 5.694)
H (-6.519, -1.089, 7.541)
H (-6.059, -0.054, 6.207)
H (-3.997, -0.131, 5.383)
H (-3.586, -1.855, 5.121)
H (-2.767, -0.931, 6.377)

Forces on atoms 1 to 6 (eV/Å):
C 0.321 -0.760 -0.377
C 0.043 0.560 0.216
C -1.649 -1.074 -1.424
C 0.665 -0.202 1.375
N -0.258 -0.432 -0.291
C 0.133 1.203 -0.672


Q: Among the records above, which one has the highest frontier orbital gap?
A: C9H13NO